This record from OMol25 describes a cluster of 2 separate species, C4H13N2O in total in a non-equilibrium geometry. The level of theory is the ωB97M-V functional and the def2-TZVPD basis.

Geometry as XYZ:
```
20
Properties=species:S:1:pos:R:3:forces:R:3
C 1.489 -1.753 0.804 0.1 -1.6 1.1
C 1.994 -0.421 1.275 -0.1 1.5 -1.1
O 1.705 0.606 0.641 0.2 -0.5 0.6
N 2.747 -0.331 2.380 0.2 -1.6 0.8
H 0.392 -1.723 0.781 0.2 0.1 -0.3
H 1.758 -2.630 1.437 -0.1 0.7 0.2
H 3.030 0.518 2.833 -0.2 0.4 -0.4
H 2.859 -1.178 2.920 0.1 0.2 -0.1
H 1.863 -2.101 -0.154 -0.1 0.8 -0.4
C -1.836 0.467 -0.664 0.4 1.0 -1.2
C -2.713 1.143 -1.727 -0.3 -0.5 -0.1
N -0.402 0.777 -1.021 0.3 -0.4 1.9
H -2.114 0.869 0.308 0.5 -0.2 0.1
H -1.852 -0.629 -0.666 -0.5 0.1 0.0
H -2.692 0.551 -2.657 -0.2 0.3 0.3
H -2.482 2.193 -1.964 0.5 -0.4 0.2
H -0.315 1.657 -1.527 0.2 0.2 0.0
H 0.194 0.790 -0.142 -0.1 0.3 -0.9
H 0.080 -0.018 -1.554 -0.5 -0.1 -0.5
H -3.706 1.213 -1.303 -0.6 -0.3 -0.2
```
Forces are in eV/Å.

## Properties
Gap between HOMO and LUMO (spin up / spin down) = 3.607 / 11.044 eV
HOMO energy (spin up / spin down) = -2.71 / -10.41 eV
Multiplicity = 2
⟨S²⟩ = 0.75

***

This record from OMol25 describes the ion C4H2NO2 with charge -1 in a non-equilibrium geometry. The level of theory is the ωB97M-V functional and the def2-TZVPD basis.

Geometry as XYZ:
```
9
Properties=species:S:1:pos:R:3:forces:R:3
C -0.496 -0.489 -0.034 -1.5 -2.0 0.8
C -0.589 0.537 0.936 -1.8 -1.9 -0.9
C 0.928 -0.979 -0.644 -0.1 0.9 -1.0
C 0.342 1.633 0.859 3.5 1.8 -2.1
N 0.141 -0.305 -1.339 2.0 -0.4 -0.8
O 1.172 1.912 -0.027 -1.8 -0.4 2.0
O -1.454 0.671 1.825 0.0 -0.3 0.2
H -1.144 -1.403 -0.132 -0.2 1.5 1.3
H 0.240 2.252 1.743 0.0 0.7 0.6
```
Forces are in eV/Å.

## Properties
Gap between HOMO and LUMO (spin up / spin down) = 7.694 / 7.695 eV
HOMO energy (spin up / spin down) = -3.62 / -3.62 eV
Net charge = -1
Multiplicity = 1

***

This record from OMol25 describes an isolated molecule of C2H7N2 in a non-equilibrium geometry. The level of theory is the ωB97M-V functional and the def2-TZVPD basis.

Geometry as XYZ:
```
11
Properties=species:S:1:pos:R:3:forces:R:3
C 0.229 -0.670 -0.654 0.1 0.4 1.2
C -0.679 -0.200 0.293 0.3 -1.0 0.0
N -0.138 0.432 1.574 -0.4 0.8 -0.2
N 0.235 -0.270 -2.007 -0.2 -0.4 -0.2
H 0.987 -1.348 -0.270 0.4 0.0 -0.6
H -1.708 0.049 0.163 -0.4 0.5 -0.2
H -0.023 1.447 1.420 0.2 0.3 0.2
H -0.795 0.360 2.356 0.2 -0.4 -0.1
H 0.791 0.110 1.846 -0.2 -0.4 -0.1
H 0.988 -0.628 -2.575 0.0 -0.1 0.1
H 0.111 0.718 -2.146 0.0 0.2 0.0
```
Forces are in eV/Å.

## Properties
Gap between HOMO and LUMO (spin up / spin down) = 5.060 / 7.158 eV
HOMO energy (spin up / spin down) = -4.16 / -6.71 eV
Multiplicity = 2
⟨S²⟩ = 0.76

***

This record from OMol25 describes a cluster of 2 separate species, C2H10N2O in total in a non-equilibrium geometry. The level of theory is the ωB97M-V functional and the def2-TZVPD basis.

Geometry as XYZ:
```
15
Properties=species:S:1:pos:R:3:forces:R:3
C 1.034 1.334 0.480 0.3 0.2 0.3
N 1.652 0.067 0.086 -0.1 -0.4 -0.2
C 0.792 -1.086 -0.095 -0.2 -1.1 2.6
N -0.425 -1.001 -0.926 0.2 0.6 2.9
H 1.718 1.916 1.107 0.3 0.1 -0.6
H 0.743 1.871 -0.411 -0.2 0.7 -0.1
H 0.173 1.327 1.163 -0.1 -1.0 -0.4
H 2.182 0.184 -0.771 0.0 0.4 0.2
H 0.590 -1.450 1.026 -0.6 0.9 -2.3
H 1.405 -1.926 -0.387 0.3 0.0 -0.7
H -0.284 -1.037 -1.923 -0.1 0.7 0.1
H -0.957 -0.217 -0.466 0.9 -1.1 -2.3
H -3.462 -0.500 0.356 -0.1 0.2 0.0
H -2.115 0.152 0.303 -0.7 0.3 0.4
O -3.046 0.367 0.460 0.2 -0.4 -0.1
```
Forces are in eV/Å.

## Properties
Gap between HOMO and LUMO = 9.869 eV
HOMO energy = -8.98 eV
Multiplicity = 1
SMILES string = CNCN.O

***

This record from OMol25 describes a cluster of 2 separate species, C5H14 in total in a non-equilibrium geometry. The level of theory is the ωB97M-V functional and the def2-TZVPD basis.

Geometry as XYZ:
```
19
Properties=species:S:1:pos:R:3:forces:R:3
C 1.165 -0.729 -1.660 -0.7 -0.9 0.2
C 1.794 -1.242 -0.377 0.5 -0.1 0.0
C -0.372 -0.561 -1.560 0.5 0.8 -0.6
H 1.547 0.275 -1.906 0.3 -0.7 -0.2
H 1.426 -1.506 -2.440 -0.3 1.2 0.5
H 1.358 -2.183 -0.036 -0.4 0.2 0.0
H 1.736 -0.496 0.428 0.2 -0.3 -0.1
H -0.614 0.468 -1.276 0.0 -0.2 -0.5
H -0.737 -0.729 -2.564 -0.6 0.0 -0.1
H 2.823 -1.529 -0.622 0.2 0.4 0.5
H -0.935 -1.141 -0.842 0.3 -0.7 0.1
C -1.522 0.776 2.150 -0.1 -1.2 -0.9
C -0.797 1.602 1.051 0.1 0.1 1.0
H -1.072 0.895 3.120 0.1 0.2 0.4
H -2.601 0.972 2.211 0.4 0.3 0.0
H -1.473 -0.326 1.947 0.1 0.8 0.0
H -1.505 2.256 0.536 0.3 -0.1 -0.1
H -0.234 0.996 0.360 -0.4 -0.3 -0.2
H 0.012 2.200 1.481 -0.4 0.4 0.2
```
Forces are in eV/Å.

## Properties
Gap between HOMO and LUMO = 12.312 eV
HOMO energy = -11.13 eV
Multiplicity = 1
SMILES string = CCC.CC

***

This record from OMol25 describes an isolated molecule of C4H6O7 in a non-equilibrium geometry. The level of theory is the ωB97M-V functional and the def2-TZVPD basis.

Geometry as XYZ:
```
17
Properties=species:S:1:pos:R:3:forces:R:3
C -1.299 1.335 -0.812 -0.8 0.2 -2.9
C 0.086 -0.479 -1.376 0.2 2.2 1.9
C -0.763 0.874 0.471 2.5 -1.3 0.9
C 0.573 0.114 0.032 -3.5 -3.3 -0.6
O -2.047 2.260 -0.975 0.4 -0.2 0.3
O -0.849 0.553 -1.845 0.0 0.9 0.9
O -0.590 -1.624 -1.250 0.4 -1.7 -1.4
O -1.812 0.057 1.004 1.2 1.0 1.0
O -0.166 1.938 1.195 -2.9 0.6 0.6
O 1.583 0.924 -0.117 1.3 4.1 0.7
O 0.882 -0.918 0.944 1.7 0.0 -0.1
H 0.946 -0.424 -2.060 -0.6 -0.8 -0.1
H -1.021 -1.755 -0.409 0.0 0.3 0.6
H -1.722 -0.045 1.977 0.3 0.0 -0.8
H -0.791 2.693 1.105 0.6 -0.3 0.2
H 1.295 1.747 0.467 1.2 -1.8 -1.4
H 1.889 -0.966 0.885 -1.9 -0.1 0.3
```
Forces are in eV/Å.

## Properties
Gap between HOMO and LUMO = 10.529 eV
HOMO energy = -10.23 eV
Multiplicity = 1
SMILES string = O=C1O[C@H](O)C(O)(O)C1(O)O

***

This record from OMol25 describes a structure of composition C8H9IrN3O2S2Se3Te. The level of theory is the ωB97M-V functional and the def2-TZVPD basis.

Geometry as XYZ:
```
29
Properties=species:S:1:pos:R:3:forces:R:3
Ir 1.175 0.827 0.673 -0.3 0.4 -0.3
Se 0.965 0.767 3.033 0.1 -0.1 0.3
Se 2.981 0.482 4.109 -0.1 0.0 0.0
Te 4.777 0.537 2.427 0.1 -0.1 0.0
Se 3.578 0.873 0.279 0.2 0.0 0.0
N 0.897 0.942 -1.452 0.2 -0.1 0.3
N 0.911 2.254 -1.943 0.1 0.1 0.0
C 0.964 3.333 -1.126 -0.1 -0.1 -0.1
N 0.891 4.517 -1.753 0.1 0.0 0.0
S 1.105 3.256 0.542 0.0 -0.2 -0.1
H 1.647 0.383 -1.856 0.0 0.0 -0.1
H 0.000 0.496 -1.643 0.0 0.1 0.0
H 0.817 2.369 -2.940 -0.1 0.0 0.0
H 0.827 4.605 -2.751 0.0 0.0 0.0
H 0.977 5.352 -1.201 0.0 0.0 0.0
O -2.634 0.571 -0.558 0.2 0.0 -0.2
C -1.690 0.125 0.074 -0.4 -0.1 0.6
O -0.865 0.920 0.705 0.0 0.2 -0.2
C -1.580 -1.364 0.282 0.1 0.0 -0.1
C -2.792 -2.058 0.224 0.0 0.0 0.0
C -2.861 -3.422 0.414 0.0 0.0 0.0
C -1.689 -4.129 0.661 0.0 0.0 0.0
C -0.481 -3.464 0.709 0.0 0.0 0.0
C -0.398 -2.078 0.517 0.0 -0.1 0.0
S 1.259 -1.469 0.467 0.0 -0.2 0.0
H -3.683 -1.479 0.021 0.0 0.0 0.0
H -3.815 -3.932 0.373 0.0 0.0 0.0
H -1.717 -5.200 0.816 0.0 0.0 0.0
H 0.433 -4.015 0.895 0.0 0.0 0.0
```
Forces are in eV/Å.

## Properties
Gap between HOMO and LUMO (spin up / spin down) = 6.631 / 4.985 eV
HOMO energy (spin up / spin down) = -7.33 / -7.17 eV
Multiplicity = 2
⟨S²⟩ = 0.76

***

This record from OMol25 describes a cluster of 40 separate species, H80O40 in total in a non-equilibrium geometry. The level of theory is the ωB97M-V functional and the def2-TZVPD basis.

Geometry as XYZ:
```
120
Properties=species:S:1:pos:R:3:forces:R:3
H -0.755 5.228 1.352 0.9 -0.3 -1.1
H 0.228 6.199 0.853 0.2 0.5 -0.6
O -0.219 5.421 0.507 -0.7 0.6 1.7
H 4.234 -2.917 3.000 -0.8 -0.4 -0.5
H 4.703 -3.800 1.932 -0.7 0.0 -0.1
O 3.861 -3.561 2.360 0.8 -0.2 1.0
H -2.500 1.826 -1.594 -1.8 0.0 1.5
H -3.721 1.432 -0.569 -0.4 0.2 -1.3
O -2.801 1.665 -0.671 0.9 0.5 -0.1
H 3.449 -3.809 -2.573 -1.1 -1.0 0.4
H 2.397 -5.030 -2.115 1.4 2.1 0.0
O 2.934 -4.213 -1.836 0.1 -0.9 -0.3
H -1.724 0.222 -5.698 0.0 -1.5 0.0
H -2.191 -1.339 -5.276 0.8 -0.1 -0.6
O -2.310 -0.397 -5.211 -0.7 1.6 0.4
H -1.716 1.729 -2.601 1.0 -0.2 -1.4
O -1.314 1.342 -3.394 -0.4 0.5 0.8
H -2.317 -5.059 -1.272 0.1 0.1 0.0
O -3.080 -5.641 -1.219 -0.2 0.0 -0.6
H 0.566 4.081 -4.965 0.0 -0.1 -0.4
H 1.532 4.947 -4.115 0.2 0.1 0.0
O 0.895 4.232 -4.078 0.1 0.5 0.7
H 0.342 -1.189 -3.934 0.2 -0.1 0.6
H 1.119 -2.048 -2.919 -0.1 0.5 -0.4
O 0.391 -1.404 -2.988 -0.9 0.0 0.1
H 0.819 1.662 -0.088 1.4 -0.2 -0.9
H 0.931 0.208 -0.374 0.7 1.1 -1.2
O 1.478 1.046 -0.533 -3.7 -0.4 1.7
H 0.100 4.105 -2.057 -1.0 -0.5 0.8
H -0.842 4.152 -0.730 1.0 -0.3 -1.3
O -0.602 3.628 -1.536 -0.1 0.4 0.1
H 2.209 2.812 -1.340 1.2 1.3 -1.5
O 2.724 3.011 -2.207 -1.5 -1.4 1.7
H -3.699 -2.159 1.364 0.0 -0.8 0.8
H -3.083 -3.433 0.600 0.0 -0.5 1.5
O -3.593 -2.629 0.530 -0.6 0.7 -1.2
H -3.423 5.001 -1.202 -0.2 0.0 -0.1
H -3.315 4.706 0.266 -0.6 0.1 -0.5
O -3.981 4.928 -0.415 0.9 -0.2 0.5
H -2.714 2.093 1.180 0.8 0.6 0.3
H -1.259 1.752 1.220 0.0 -0.2 0.3
O -1.908 2.275 1.709 -0.6 -0.5 -0.5
H 1.591 4.682 0.667 0.2 -0.3 0.6
H 2.676 3.388 0.751 0.9 0.0 1.2
O 2.006 3.895 0.319 -0.9 -0.3 -1.8
H -3.809 2.383 -4.339 -0.1 -0.1 0.0
H -5.137 1.615 -4.086 0.9 0.5 0.5
O -4.398 2.085 -3.636 -0.7 -0.3 -0.4
H 3.723 1.974 -0.433 -0.3 -1.0 -0.2
H 3.904 1.155 1.002 -0.4 -0.2 -1.4
O 4.037 1.948 0.463 1.0 1.5 1.8
H 3.082 0.269 -4.384 0.6 0.2 -0.2
O 2.704 -0.022 -5.228 -1.1 0.1 -0.2
H 2.917 -0.145 2.986 0.5 0.0 0.4
H 1.572 -0.349 2.501 -0.3 -0.3 0.4
O 2.044 -0.314 3.351 0.0 0.3 -1.0
H 0.721 -3.299 4.280 -0.6 1.2 -1.6
O 0.570 -2.482 3.708 0.8 -1.0 3.2
H -2.375 -2.973 -0.661 0.6 0.2 -0.1
H -2.103 -2.323 -1.935 1.1 -0.3 0.0
O -1.661 -2.939 -1.314 -0.8 0.2 -0.6
H 3.066 -1.626 0.506 -0.4 -0.1 0.3
H 2.158 -0.337 0.417 -0.3 -0.4 0.1
O 3.046 -0.671 0.384 1.6 -0.3 0.0
H -4.175 -1.479 -1.766 -0.4 0.6 0.1
H -4.552 -0.311 -0.859 -0.1 -0.4 -0.3
O -4.419 -0.532 -1.792 0.2 -0.6 0.3
H 1.107 -4.891 0.860 -0.3 1.2 0.2
H 1.586 -5.159 2.165 0.1 0.5 0.8
O 1.036 -4.474 1.753 0.3 -2.5 -1.1
H -4.743 -2.904 3.698 0.0 0.0 0.4
H -3.636 -1.763 3.822 -0.4 -0.4 -0.1
O -4.223 -2.261 3.220 0.6 0.7 -0.3
H 3.447 -0.073 -1.473 -0.1 0.8 -0.4
H 3.515 1.420 -2.188 0.1 -1.9 0.1
O 3.572 0.418 -2.320 0.3 0.6 -0.2
H 5.842 -2.212 0.475 -0.9 -0.1 0.2
H 6.216 -1.479 1.673 -1.2 -0.3 0.1
O 5.423 -1.967 1.328 3.0 1.0 -0.7
H -1.911 -0.380 6.648 1.1 -1.0 -0.5
H -1.064 -1.300 5.669 -0.2 0.4 0.2
O -1.383 -1.219 6.579 -0.8 0.5 0.3
H 2.085 4.161 2.926 -0.2 1.0 -0.8
H 0.419 4.402 3.234 0.2 1.1 -0.8
O 1.254 3.965 3.328 0.0 -2.1 1.8
H -1.027 -5.722 1.279 -0.2 0.3 0.3
H -2.289 -5.438 2.142 0.5 -0.1 -0.3
O -1.980 -5.556 1.228 -0.2 0.3 0.6
H -1.886 0.368 -0.062 0.8 -0.1 0.4
O -1.494 -0.214 0.643 -0.9 0.5 -1.2
H -0.691 2.368 -4.817 1.2 -0.6 0.3
H 0.852 2.015 -4.725 -0.2 -0.1 0.5
O 0.122 2.151 -5.323 -1.0 0.2 -1.7
H 3.225 0.122 -6.017 0.5 0.4 0.4
H -1.909 0.671 -3.760 -0.2 -0.3 0.3
H 1.048 -1.831 4.294 -0.5 -0.2 -1.3
H -3.647 -5.197 -0.584 -0.1 -0.2 0.1
H 2.184 2.406 -2.747 0.1 0.6 -0.4
H -2.240 -0.825 0.643 0.4 -0.8 0.4
O -1.861 0.203 3.412 -0.4 -0.9 2.0
H -2.337 1.014 3.175 0.9 -0.7 -1.2
H -1.297 -0.281 2.785 -0.6 1.2 -0.4
O 2.588 -2.242 -3.965 1.3 0.3 -0.4
H 3.236 -1.713 -3.453 -0.5 -0.4 -0.1
H 2.449 -1.609 -4.719 0.1 -0.7 0.6
O -1.381 1.636 5.845 0.3 0.7 0.5
H -0.638 2.255 6.037 -0.9 -0.9 -0.8
H -1.381 1.352 4.914 0.6 0.1 0.4
O -1.532 4.531 2.592 0.1 0.4 -0.3
H -2.282 4.884 2.077 0.1 -0.4 0.8
H -1.375 3.599 2.229 -0.9 0.9 0.4
O 0.566 -5.050 -2.370 -1.2 0.7 0.2
H -0.357 -5.325 -2.365 0.0 -0.7 -0.2
H 0.401 -4.103 -2.201 0.7 -0.1 0.0
O 0.537 -2.083 1.011 -0.7 0.0 -0.1
H 0.615 -2.372 1.950 0.1 -0.1 -0.7
H -0.158 -2.652 0.607 0.9 0.8 0.4
O 2.022 1.006 5.852 0.8 0.7 0.6
H 1.532 1.144 6.665 -0.6 -0.3 0.2
H 2.811 1.542 6.065 -0.3 -0.4 -0.6
```
Forces are in eV/Å.

## Properties
Gap between HOMO and LUMO = 9.732 eV
HOMO energy = -10.05 eV
Multiplicity = 1

***

Computed molecular weight, in the same sequence as the records: 105.16; 96.06; 59.09; 78.12; 74.17; 166.09; 800.01; 720.60 g mol⁻¹.
Computed E_tot, in the same sequence as the records: -344.84402; -358.79104; -189.75090; -266.89450; -198.86664; -682.68970; -8998.11899; -3057.41181 Ha.